27
Properties=species:S:1:pos:R:3 method="wB97M-V/def2-TZVPD" total_charge=0 de_lowest_kcal_mol=111.4 e_lumo_ev=0.702 orbital_gap_ha=0.2859
C -0.55 0.90 -0.39
C 0.93 -0.60 1.20
C 0.03 0.67 0.97
C -1.21 -1.65 -1.49
C 0.17 1.92 -1.23
C -2.05 1.09 -0.37
C 1.28 -0.76 2.67
N 2.03 -1.11 -0.81
O 2.12 -0.49 0.48
O -0.37 -0.52 -1.51
H 0.37 -1.48 0.86
H 0.94 -0.93 -1.34
H 2.90 -0.82 -1.26
H -0.76 0.61 1.72
H 0.65 1.53 1.25
H -0.88 -2.36 -0.72
H -2.27 -1.44 -1.28
H -1.18 -2.14 -2.46
H -0.14 1.84 -2.27
H -0.07 2.92 -0.87
H 1.25 1.77 -1.16
H -2.54 0.28 0.16
H -2.29 2.02 0.16
H -2.45 1.15 -1.39
H 1.88 -1.65 2.82
H 0.37 -0.84 3.27
H 1.84 0.11 3.02